(1)
Molecular formula: C38H37As2IN2O2PRu
Method: DFT, the ωB97M-V functional and the def2-TZVPD basis

Cartesian coordinates (Å):
1 Ru 0.49244 -0.21021 -0.13822
2 I 1.23222 -1.22934 -2.49532
3 C -0.31277 -2.62227 -2.81406
4 C 0.15552 -3.83497 -3.24126
5 C -0.73596 -4.81207 -3.71694
6 C -2.05637 -4.49929 -3.82406
7 C -2.55064 -3.24231 -3.39890
8 C -3.91223 -2.93868 -3.62581
9 C -4.42795 -1.72606 -3.28150
10 C -3.61510 -0.82170 -2.58358
11 C -2.29236 -1.08088 -2.29112
12 P -1.64974 0.10151 -1.04305
13 C -2.93756 -0.00354 0.24452
14 C -2.81896 -1.06457 1.14519
15 C -3.79114 -1.27428 2.11079
16 C -4.88702 -0.42654 2.19530
17 C -5.02503 0.61226 1.28762
18 C -4.06596 0.81486 0.30638
19 C -1.79028 1.69417 -1.91310
20 C -2.24147 2.86490 -1.30532
21 C -2.32444 4.04461 -2.03236
22 C -1.92951 4.07388 -3.36113
23 C -1.45003 2.91852 -3.96521
24 C -1.38976 1.73382 -3.24964
25 C -1.69081 -2.27932 -2.79211
26 H 1.21627 -4.04591 -3.24483
27 H -0.35694 -5.77134 -4.03788
28 H -2.75681 -5.20416 -4.25216
29 H -4.52967 -3.68747 -4.10505
30 H -5.45800 -1.47593 -3.49164
31 H -4.06661 0.09438 -2.22692
32 H -1.97921 -1.74199 1.08739
33 H -3.69851 -2.10934 2.79320
34 H -5.64267 -0.58869 2.95203
35 H -5.88996 1.26020 1.33188
36 H -4.22056 1.60611 -0.41454
37 H -2.54043 2.86621 -0.26647
38 H -2.70141 4.94113 -1.55855
39 H -2.00040 4.99143 -3.92892
40 H -1.14635 2.93540 -5.00323
41 H -1.05823 0.82861 -3.74510
42 O 0.17599 -1.95687 0.82061
43 N 1.22835 -2.58800 1.26447
44 N 2.30959 -1.92624 1.17492
45 O 2.36506 -0.72909 0.62958
46 C 3.52718 -2.46734 1.72085
47 C 4.71950 -1.85753 1.36822
48 C 5.89572 -2.37255 1.88934
49 C 5.86297 -3.46879 2.73923
50 C 4.65181 -4.05963 3.07916
51 C 3.46321 -3.56147 2.57329
52 H 4.72382 -1.00426 0.70803
53 H 6.83974 -1.91617 1.62687
54 H 6.78504 -3.86514 3.14076
55 H 4.63019 -4.91071 3.74510
56 H 2.51561 -4.00956 2.83161
57 C -1.30729 2.20932 2.30118
58 As 0.04412 0.85294 2.03086
59 C -0.20331 -0.34274 3.52142
60 C 1.69215 1.79621 2.38983
61 C 2.17770 2.01105 3.67333
62 C 3.37015 2.69751 3.85018
63 C 4.07151 3.17608 2.75504
64 C 3.58935 2.97035 1.46996
65 C 2.40191 2.27428 1.28609
66 As 1.65217 1.93325 -0.46422
67 C 0.88406 3.62212 -0.98884
68 C 3.14578 1.71414 -1.66983
69 H -1.09418 2.70654 3.24726
70 H -2.29228 1.74532 2.33773
71 H -1.27126 2.93824 1.49760
72 H -0.34753 0.24628 4.42675
73 H 0.66971 -0.98413 3.63460
74 H -1.08220 -0.95488 3.33935
75 H 1.64172 1.64563 4.54106
76 H 3.75233 2.85874 4.84883
77 H 5.00035 3.71055 2.90000
78 H 4.14944 3.35221 0.62518
79 H 1.65667 4.38614 -0.89879
80 H 0.05038 3.87092 -0.34173
81 H 0.53423 3.56310 -2.01790
82 H 3.86175 2.52829 -1.56618
83 H 2.76333 1.70925 -2.69080
84 H 3.63985 0.76549 -1.45632

Forces on the atoms, in the same order (eV/Å):
0.64 -0.21 0.46
-0.29 0.09 0.01
0.17 -0.17 -0.03
0.01 0.07 0.05
-0.08 0.01 -0.01
0.08 -0.02 0.01
-0.02 -0.03 0.00
-0.04 0.03 0.00
0.03 -0.01 0.00
0.10 -0.12 0.00
-0.05 -0.03 0.01
0.06 0.23 0.13
-0.07 0.00 -0.10
-0.02 0.11 0.01
-0.02 0.00 0.05
0.00 -0.04 0.03
-0.01 0.02 -0.01
0.03 0.01 -0.06
-0.10 -0.03 0.04
0.03 -0.02 -0.03
-0.01 0.00 0.00
0.00 0.00 0.00
0.00 0.02 -0.03
-0.03 -0.01 -0.02
-0.04 0.13 -0.02
0.02 0.01 0.00
0.00 -0.02 0.00
0.00 -0.01 -0.01
-0.01 0.00 0.00
-0.01 0.00 0.00
-0.03 0.02 -0.01
0.06 -0.05 -0.02
0.00 0.00 0.00
0.00 0.00 0.01
-0.01 0.01 -0.01
0.01 -0.02 0.02
-0.01 0.00 -0.01
0.00 0.01 0.01
0.00 0.01 0.00
0.00 0.00 -0.01
-0.01 0.01 -0.01
0.05 -0.22 -0.18
0.51 0.51 -0.03
-0.71 -0.30 -0.18
-0.38 -0.09 0.10
0.05 -0.06 0.04
0.00 -0.06 0.06
0.01 -0.01 0.01
-0.01 0.00 0.00
-0.01 0.02 -0.02
0.11 0.02 -0.01
0.01 0.01 -0.01
0.01 0.00 0.00
0.01 -0.01 0.01
0.00 -0.01 0.00
0.00 0.00 0.00
-0.07 -0.13 0.10
-0.06 0.26 -0.08
0.07 -0.07 0.00
0.07 0.02 -0.14
-0.10 -0.03 -0.04
0.03 0.02 0.06
0.05 0.03 -0.01
-0.07 -0.01 -0.04
-0.05 -0.03 0.06
-0.10 0.01 -0.09
0.18 0.03 -0.06
0.06 -0.02 0.02
0.00 -0.02 -0.01
0.01 0.01 -0.01
0.04 0.04 -0.04
0.00 -0.01 -0.03
-0.01 0.03 -0.02
-0.03 0.00 0.00
0.00 -0.01 -0.02
0.01 0.00 0.01
0.01 0.00 0.00
-0.01 0.00 -0.01
-0.01 -0.02 -0.01
0.00 0.02 0.07
-0.01 0.00 0.00
-0.04 0.00 0.00
0.00 0.02 0.01
0.00 0.06 0.02

* frontier orbital gap (spin up / spin down): 7.89 / 6.10 eV
* <S²>: 0.7590
* charge: +2
* ΔE to the lowest compared entry with this formula, charge and spin: 0.0 kcal per mole
* spin multiplicity: 2
* HOMO energy (spin up / spin down): -13.311 / -13.302 eV
* F_max: 0.8 eV/A

---

(2)
Molecular formula: C38H37N2PtS4Sb3Se
Method: DFT, the ωB97M-V functional and the def2-TZVPD basis

Cartesian coordinates (Å):
1 Pt 0.96130 -2.92671 0.30715
2 C 0.11475 1.84577 0.00104
3 C 1.12160 1.06155 0.83680
4 C 0.61719 0.73079 2.23665
5 Sb -0.91537 -0.78511 2.02556
6 C -2.53813 0.62050 1.81066
7 C -3.46801 0.45916 0.79188
8 C -4.43791 1.42544 0.55783
9 C -4.49183 2.55869 1.35283
10 C -3.58425 2.71189 2.39223
11 C -2.61710 1.74669 2.61730
12 C -1.18490 -1.27794 4.07835
13 C -0.65341 -0.49156 5.09301
14 C -0.85948 -0.82682 6.42224
15 C -1.59863 -1.95338 6.74830
16 C -2.13287 -2.74254 5.74219
17 C -1.92586 -2.40803 4.41233
18 Sb 0.34999 1.64549 -2.14051
19 C -0.75462 3.41226 -2.62896
20 C -0.47131 4.10789 -3.79708
21 C -1.21503 5.22251 -4.15889
22 C -2.25286 5.65401 -3.34870
23 C -2.54580 4.96690 -2.17932
24 C -1.80291 3.85256 -1.82428
25 C -1.34542 0.34963 -2.40184
26 C -2.43756 0.70504 -3.18117
27 C -3.51014 -0.16199 -3.33174
28 C -3.50821 -1.39688 -2.70261
29 C -2.42615 -1.76367 -1.91548
30 C -1.35714 -0.89140 -1.77367
31 H 0.15487 2.90953 0.24609
32 H -0.90817 1.52466 0.20684
33 H 2.06335 1.62307 0.88287
34 H 1.35432 0.11984 0.34048
35 H 0.20967 1.61722 2.72526
36 H 1.40092 0.32384 2.87745
37 H -3.43806 -0.41610 0.15793
38 H -5.14537 1.28733 -0.24998
39 H -5.24328 3.31594 1.17187
40 H -3.63125 3.58494 3.03039
41 H -1.92348 1.88090 3.43998
42 H -0.06849 0.39118 4.85903
43 H -0.44021 -0.20642 7.20434
44 H -1.75665 -2.21637 7.78553
45 H -2.71084 -3.62315 5.98924
46 H -2.34449 -3.03532 3.63372
47 H 0.34045 3.78215 -4.43840
48 H -0.98268 5.75379 -5.07277
49 H -2.83433 6.52289 -3.62803
50 H -3.35929 5.29515 -1.54504
51 H -2.06269 3.31630 -0.91803
52 H -2.46456 1.66977 -3.67360
53 H -4.35431 0.13248 -3.94223
54 H -4.34921 -2.06766 -2.81463
55 H -2.42898 -2.71355 -1.39009
56 H -0.53320 -1.17703 -1.13001
57 S -0.33639 -4.21607 1.73785
58 Sb -1.32327 -5.95398 0.22865
59 S 1.77366 -4.71672 -0.78684
60 S -0.05516 -4.40091 -1.56934
61 S -3.39362 -5.10990 0.17847
62 Se 2.31064 -2.90325 2.31899
63 C 3.93527 -2.06786 1.71527
64 C 4.80022 -2.74675 0.86525
65 C 5.95884 -2.11077 0.44929
66 N 6.30785 -0.88594 0.82974
67 C 5.49627 -0.25735 1.67217
68 C 4.30817 -0.79649 2.14257
69 H 4.56559 -3.74371 0.51556
70 H 6.64124 -2.61209 -0.22873
71 H 5.80234 0.73642 1.98187
72 H 3.67556 -0.22339 2.80631
73 C 4.43332 -0.35827 -4.58353
74 C 3.57173 -0.77609 -3.43516
75 C 3.91706 -0.50498 -2.12130
76 C 3.10379 -0.93471 -1.09152
77 N 1.97146 -1.63021 -1.27671
78 C 1.62920 -1.87392 -2.55573
79 C 2.37915 -1.46149 -3.63517
80 H 5.17195 0.37954 -4.27787
81 H 3.83064 0.05913 -5.38958
82 H 4.96322 -1.22422 -4.98472
83 H 4.81523 0.04759 -1.87947
84 H 3.35157 -0.68283 -0.07402
85 H 0.69773 -2.39613 -2.71040
86 H 2.02279 -1.68076 -4.63228

Forces on the atoms, in the same order (eV/Å):
-0.96 0.05 -0.03
-0.18 0.08 -0.02
0.21 0.05 -0.02
-0.22 0.02 0.07
0.45 0.32 -0.15
-0.01 -0.36 -0.09
-0.03 -0.06 -0.12
-0.03 0.00 -0.03
-0.01 0.01 -0.01
-0.07 0.09 0.01
0.13 0.06 0.24
-0.03 -0.12 -0.17
0.12 0.13 -0.03
0.01 0.02 0.10
0.01 0.00 0.04
-0.03 -0.03 -0.02
-0.08 -0.03 -0.06
-0.01 0.13 -0.03
0.05 -0.11 0.09
0.11 0.00 -0.07
-0.03 0.08 -0.05
-0.01 0.04 -0.04
-0.04 0.02 0.03
-0.04 -0.05 0.08
0.16 0.05 0.13
-0.02 0.13 -0.14
-0.09 -0.01 -0.05
-0.03 -0.05 0.02
0.00 -0.07 0.07
-0.03 0.00 0.04
0.01 0.01 -0.03
0.05 0.00 -0.03
-0.02 -0.06 -0.01
0.07 -0.04 -0.02
-0.03 0.01 0.03
0.02 -0.08 -0.07
0.02 -0.05 -0.06
-0.01 0.00 0.00
-0.02 0.02 0.00
0.00 0.02 0.01
0.01 0.01 0.00
0.00 -0.02 -0.01
0.00 0.00 0.00
0.00 0.00 0.03
-0.01 -0.02 0.01
0.01 0.00 0.01
0.00 0.00 -0.01
0.00 0.01 -0.01
-0.01 0.01 0.00
-0.01 0.01 0.01
0.00 -0.01 0.02
-0.01 0.01 -0.01
-0.02 0.01 -0.01
-0.02 -0.04 0.01
-0.05 0.01 0.01
-0.04 0.00 -0.03
0.20 -0.28 0.03
-0.07 0.42 0.07
0.43 -0.32 -0.03
-0.20 0.13 0.06
-0.02 -0.14 -0.05
0.29 0.27 0.07
0.05 -0.04 0.22
-0.02 0.03 0.04
0.00 -0.13 -0.06
0.15 0.09 -0.08
-0.04 0.10 0.07
-0.10 -0.14 0.00
0.01 -0.01 0.01
0.00 -0.01 -0.01
0.00 0.00 0.00
-0.02 -0.01 0.04
0.02 0.01 -0.05
-0.02 -0.02 0.00
-0.05 0.04 0.06
-0.20 0.11 0.13
0.37 -0.32 -0.16
-0.06 0.16 0.06
-0.05 -0.01 0.07
0.01 0.01 0.00
-0.01 0.01 -0.01
0.01 0.00 -0.01
0.01 0.00 0.02
0.03 -0.04 -0.03
0.05 -0.04 -0.05
-0.02 -0.01 -0.03

* frontier orbital gap: 5.88 eV
* charge: 0
* ΔE to the lowest compared entry with this formula, charge and spin: 0.0 kcal per mole
* HOMO energy: -7.623 eV
* F_max: 1.0 eV/A